Molecular formula: C18H32AuN5O7S
Method: DFT, ωB97M-V/def2-TZVPD

Output
M: 659.5 g/mol
frontier orbital gap: 6.69 eV
2S+1: 1
charge: 0
energy relative to the best compared isomer or geometry (same formula, charge and spin): 17.9 kJ/mol
highest occupied orbital energy: -7.503 eV

Last column: natural (NBO) charge in e.
CARTESIAN COORDINATES (ANGSTROEM)
Au  1.63808  1.28447  -1.03624  0.67
C  5.20791  4.29252  -1.10019  -0.62
C  4.25933  3.53444  -0.17445  0.14
C  4.58202  3.79816  1.29457  -0.63
O  4.38854  2.13624  -0.42326  -0.74
C  2.80853  4.07259  -0.44619  0.77
O  2.68610  5.26882  -0.23338  -0.67
O  1.81905  3.34054  -0.85527  -0.82
H  6.24743  4.05928  -0.85717  0.19
H  5.03795  5.36180  -0.99454  0.24
H  5.01692  4.00577  -2.13484  0.22
H  5.64430  3.62661  1.48996  0.19
H  3.99277  3.12515  1.92033  0.21
H  4.33330  4.82422  1.55516  0.24
H  5.23170  1.85338  -0.05193  0.47
C  -1.32525  2.82631  -0.32439  -0.26
C  -2.69952  3.06853  0.35475  -0.25
N  -3.10795  1.86884  1.08966  -0.42
C  -2.11497  1.57272  2.12310  -0.25
C  -0.72036  1.36557  1.47106  -0.26
N  -0.84529  1.48286  0.01660  -0.45
C  -1.79320  0.48356  -0.46814  -0.27
C  -3.18740  0.74381  0.16584  -0.25
H  -0.57001  3.54051  0.00320  0.24
H  -1.39746  2.89204  -1.41219  0.20
H  -3.47797  3.29080  -0.37868  0.20
H  -2.65581  3.89503  1.06596  0.20
H  -2.43947  0.67388  2.65354  0.20
H  -2.10720  2.40412  2.83012  0.20
H  -0.31716  0.37583  1.70036  0.20
H  -0.00625  2.11998  1.80633  0.21
H  -1.40822  -0.50192  -0.19250  0.21
H  -1.82702  0.55985  -1.55871  0.19
H  -3.53527  -0.12481  0.73168  0.19
H  -3.93351  0.98558  -0.59489  0.20
C  -3.93157  -3.80511  2.31352  -0.62
C  -3.65602  -3.50704  0.84483  -0.64
S  -1.88653  -3.74509  0.60138  2.16
O  -1.21722  -2.58476  1.13768  -0.96
O  -1.51228  -5.04350  1.08063  -0.93
C  -1.65469  -3.72404  -1.20890  -0.66
C  -0.18201  -3.90002  -1.63468  -0.23
N  0.71656  -2.81577  -1.22987  -0.32
C  0.72769  -1.58552  -1.79107  0.44
N  1.53275  -0.77248  -1.12656  -0.52
C  2.04849  -1.47779  -0.08404  0.00
C  1.55609  -2.74628  -0.12764  0.15
N  1.89455  -3.80622  0.76600  0.53
O  1.68110  -4.95471  0.41742  -0.38
O  2.43150  -3.47738  1.80241  -0.35
C  0.01359  -1.24078  -3.04506  -0.67
H  -4.97602  -3.62526  2.55886  0.23
H  -3.30876  -3.16874  2.94242  0.23
H  -3.68072  -4.84166  2.53033  0.24
H  -3.85713  -2.46843  0.58807  0.24
H  -4.18553  -4.18226  0.17345  0.23
H  -2.07701  -2.77702  -1.54628  0.23
H  -2.23223  -4.56478  -1.59031  0.25
H  -0.14107  -3.96305  -2.72199  0.23
H  0.20437  -4.81838  -1.20433  0.28
H  2.74412  -1.06422  0.62308  0.26
H  0.35236  -1.88751  -3.85746  0.24
H  0.23745  -0.20758  -3.29987  0.27
H  -1.06645  -1.35168  -2.94724  0.23

Atoms 1-2, force components in eV/Å:
Au 0.58 0.48 -0.25
C -0.15 0.09 0.00